Entry 1:
Formula: C39H43BCrF4GeN2P2STe
Source: the OMol25 dataset
Level of theory: ωB97M-V with the def2-TZVPD basis set

Calculated values
Multiplicity = 4
Gap between HOMO and LUMO (spin up / spin down) = 6.725 / 5.999 eV
Total charge = +1

Last column: Mulliken spin population.
CARTESIAN COORDINATES (ANGSTROEM)
Cr: -0.68153 0.06641 1.42901  3.157
Te: 1.56173 2.85572 2.06610  0.013
C: 3.03921 3.76675 0.85335  0.009
C: 2.71941 4.31796 -0.37748  -0.004
C: 3.73841 4.87723 -1.13767  0.001
N: 5.00540 4.93428 -0.73298  0.000
C: 5.29394 4.42948 0.46508  0.000
C: 4.35238 3.82538 1.28898  0.000
C: 0.75619 1.88253 0.34293  0.082
P: 1.26836 0.15898 0.00629  -0.104
C: 1.27519 -0.18340 -1.76734  0.033
C: 1.83421 0.68779 -2.69980  0.003
C: 1.87787 0.32678 -4.03630  0.001
C: 1.37663 -0.90457 -4.44401  0.001
C: 0.82244 -1.77471 -3.51770  -0.002
C: 0.76498 -1.41280 -2.17867  -0.040
C: 2.95176 -0.07344 0.60863  -0.025
C: 3.18559 -1.07673 1.54616  -0.001
C: 4.47885 -1.32531 1.98074  0.000
C: 5.53292 -0.57479 1.48239  0.000
C: 5.30032 0.42853 0.54847  0.000
C: 4.01338 0.67995 0.10658  -0.005
P: -0.85572 2.19455 -0.10339  0.098
C: -1.78062 3.53040 0.62044  -0.045
C: -2.23671 4.58030 -0.17911  -0.005
C: -2.95137 5.61407 0.40296  0.000
C: -3.22425 5.59127 1.76446  -0.001
C: -2.78906 4.53286 2.55304  0.006
C: -2.06708 3.49914 1.98694  0.033
C: -1.11288 2.03813 -1.87247  -0.023
C: -0.48702 3.04282 -2.61961  -0.001
C: -0.61910 3.06700 -3.99580  0.000
C: -1.34254 2.06889 -4.63688  0.000
C: -1.93188 1.05189 -3.90077  0.000
C: -1.83079 1.03565 -2.51710  0.005
H: 1.69936 4.32250 -0.73989  0.005
H: 3.52413 5.30626 -2.11048  0.000
H: 6.32954 4.49736 0.77792  0.000
H: 4.65414 3.39259 2.23473  0.000
H: 2.21941 1.65131 -2.38493  -0.001
H: 2.30768 1.00499 -4.76221  0.000
H: 1.42012 -1.18401 -5.48878  0.000
H: 0.43186 -2.73434 -3.83114  0.000
H: 0.32157 -2.08172 -1.45359  0.042
H: 2.35620 -1.64082 1.95244  0.001
H: 4.66255 -2.10133 2.71175  0.000
H: 6.54178 -0.77032 1.82115  0.000
H: 6.12410 1.01454 0.16224  0.000
H: 3.83575 1.45953 -0.62293  0.000
H: -2.04825 4.58686 -1.24329  -0.001
H: -3.30291 6.43324 -0.20936  0.000
H: -3.78979 6.39750 2.21275  0.000
H: -3.01634 4.50957 3.61013  0.000
H: -1.74111 2.67420 2.61083  -0.014
H: 0.10635 3.80347 -2.12588  -0.005
H: -0.14680 3.85466 -4.56781  0.000
H: -1.43799 2.07685 -5.71479  0.000
H: -2.47652 0.26279 -4.40170  0.000
H: -2.27364 0.22626 -1.96000  0.004
S: -4.94144 1.03776 -0.11322  0.113
C: -3.44214 0.73195 0.21297  0.034
N: -2.28727 0.49239 0.44217  -0.114
F: 0.45248 -0.39550 3.03756  -0.024
B: -0.54673 0.06509 4.06850  -0.012
F: -0.23413 1.35715 4.38456  0.003
F: -0.64327 -0.82740 5.05624  -0.001
F: -1.74192 0.08907 3.20959  -0.008
C: -4.71708 -3.50465 -0.19382  0.002
C: -3.88181 -4.45494 0.65927  -0.002
C: -3.62801 -3.94013 2.07573  -0.009
C: -2.91916 -2.57946 2.15042  -0.038
Ge: -1.25937 -2.43941 1.10077  -0.088
C: 0.15600 -3.60826 1.81200  -0.054
C: -0.05457 -5.13080 1.64630  -0.021
C: 0.67015 -5.73556 0.44414  0.007
C: 0.13946 -5.27320 -0.90955  -0.009
H: -4.87087 -3.91259 -1.19377  0.000
H: -4.23192 -2.53129 -0.30573  -0.003
H: -5.69725 -3.33707 0.25792  0.000
H: -2.92383 -4.64464 0.16327  -0.005
H: -4.38521 -5.42225 0.72262  0.002
H: -3.05231 -4.68353 2.63124  -0.001
H: -4.58717 -3.84952 2.59590  0.000
H: -2.64993 -2.35682 3.18418  -0.001
H: -3.58287 -1.77631 1.82425  0.011
H: -1.52543 -2.63486 -0.40824  -0.010
H: 0.20034 -3.34855 2.87228  0.003
H: 1.11685 -3.31874 1.37901  0.013
H: -1.11885 -5.37436 1.58113  0.002
H: 0.30865 -5.62911 2.54800  -0.002
H: 0.59306 -6.82294 0.50726  0.000
H: 1.73621 -5.49920 0.51643  0.000
H: -0.90965 -5.55080 -1.03338  0.000
H: 0.70585 -5.72230 -1.72630  0.000
H: 0.21335 -4.19017 -1.01231  0.000

Entry 2:
Formula: C39H43ClP2Si2V
Source: the OMol25 dataset
Level of theory: ωB97M-V with the def2-TZVPD basis set

Calculated values
ΔE to the lowest compared entry with this formula, charge and spin = 1.492 eV
Multiplicity = 4
Gap between HOMO and LUMO (spin up / spin down) = 6.160 / 3.352 eV

Last column: Mulliken spin population.
CARTESIAN COORDINATES (ANGSTROEM)
C: 2.55189 1.39838 2.43585  -0.031
C: 2.92932 0.94111 1.14725  -0.001
C: 2.36365 1.82419 0.20239  0.076
H: 3.52322 0.08029 0.89894  0.029
C: 1.63801 2.81433 0.90808  0.091
C: 1.75372 2.55454 2.28997  0.038
H: 1.35496 3.18621 3.07260  -0.012
H: 2.90812 1.00636 3.37824  0.001
H: 2.45003 1.73287 -0.86450  0.009
H: 1.09467 3.63216 0.46867  0.005
V: 0.88753 0.93932 1.32017  1.752
Si: -2.25507 -2.70640 -0.29480  -0.008
C: -0.52297 -3.26929 -0.68521  -0.017
C: -0.31860 -4.58112 -1.16261  -0.008
H: -1.14807 -5.29962 -1.12589  0.000
C: 0.91406 -4.94955 -1.69335  0.000
H: 1.04830 -5.95411 -2.11064  0.000
C: 1.96926 -4.04018 -1.71325  0.004
H: 2.93255 -4.32952 -2.11979  0.000
C: 1.77620 -2.74110 -1.24367  0.042
H: 2.57879 -2.00252 -1.31764  0.005
C: 0.54202 -2.36477 -0.72308  -0.004
H: 0.38239 -1.32638 -0.40267  0.097
C: -0.11999 1.83005 -2.06708  0.005
C: 0.97685 2.27375 -2.81964  0.065
H: 1.57526 1.57057 -3.38941  0.006
C: 1.28146 3.64546 -2.83767  0.003
H: 2.11347 3.99748 -3.45170  0.000
C: 0.50198 4.55721 -2.11727  0.009
H: 0.72191 5.62591 -2.17324  0.000
C: -0.52703 4.10445 -1.28845  0.039
H: -1.08388 4.80326 -0.66665  0.001
C: -0.77811 2.73442 -1.19286  0.168
H: -1.55202 2.37976 -0.50082  0.016
H: -2.72124 -1.56860 -1.15092  0.020
Si: -1.14206 0.32264 -2.41436  0.369
C: -2.32329 1.15391 -3.65903  0.010
C: -2.08743 1.13686 -5.04806  0.056
H: -1.45395 0.36640 -5.49081  0.006
C: -2.63446 2.12232 -5.88629  -0.002
H: -2.39902 2.11485 -6.95295  0.001
C: -3.46570 3.11371 -5.36307  0.010
H: -3.84039 3.91889 -5.99991  0.001
C: -3.80848 3.06427 -4.00758  0.005
H: -4.48554 3.81223 -3.59130  0.000
C: -3.27389 2.07619 -3.17591  0.068
H: -3.56295 2.04628 -2.12560  0.003
C: -0.49605 -1.08024 -3.55708  0.089
C: 0.75487 -1.15222 -4.19014  0.027
H: 1.50664 -0.38071 -4.01270  0.000
C: 1.05899 -2.23311 -5.03312  -0.007
H: 2.04032 -2.29174 -5.50968  0.001
C: 0.13386 -3.26185 -5.24014  0.017
H: 0.37907 -4.11767 -5.86828  0.001
C: -1.11742 -3.19679 -4.62087  -0.007
H: -1.84596 -4.00231 -4.73924  0.000
C: -1.42869 -2.10705 -3.81227  -0.025
H: -2.41308 -2.06361 -3.33734  0.006
H: -3.04828 -3.89167 -0.50035  0.007
Cl: -2.75169 -2.08484 1.60795  0.008
C: -2.28298 0.50600 3.61984  0.001
P: -0.65070 1.30920 3.52169  -0.026
C: -1.10592 2.97861 4.09403  0.006
C: 0.25303 0.54359 4.94651  -0.001
C: 0.07038 1.01910 6.24321  0.003
C: 0.75532 0.42992 7.31399  -0.001
C: 1.61240 -0.64721 7.08731  -0.001
C: 1.79117 -1.13790 5.78406  -0.009
C: 1.12713 -0.55450 4.70543  -0.019
P: 1.35128 -1.19122 2.96692  -0.002
C: 3.03811 -1.89007 2.96551  0.011
C: 0.32604 -2.68630 2.91748  0.003
H: -2.69046 0.48999 2.60253  0.004
H: -2.97347 1.05289 4.27531  -0.002
H: -2.17241 -0.52224 3.97882  0.001
H: -1.95873 2.90539 4.78672  -0.002
H: -0.26163 3.47008 4.59298  0.002
H: -1.41026 3.57530 3.22272  -0.002
H: -0.60567 1.85676 6.43208  -0.001
H: 0.60249 0.81591 8.32342  0.000
H: 2.14325 -1.11779 7.91912  0.000
H: 2.46752 -1.97749 5.62118  0.000
H: 3.03285 -2.87502 3.45049  0.000
H: 3.38957 -2.02144 1.93285  0.002
H: 3.74336 -1.23752 3.49492  -0.001
H: 0.83014 -3.46927 3.50061  0.000
H: -0.66537 -2.49137 3.34281  -0.002
H: 0.20549 -3.01707 1.87620  -0.002

For reference, electronic energy by record: -177309.9566, -113680.5384 eV.
For reference, F_max by record: 1.9, 5.3 eV/Å.